# 1
The following is a quantum chemistry calculation of one molecule with the formula C17H18O6 in a non-equilibrium geometry, from OMol25.

Element x y z (Å)
1 O 3.207 -1.092 3.031
2 O -1.833 -1.764 2.166
3 O -0.046 2.819 -0.334
4 O -2.986 -0.282 0.942
5 O 3.040 -1.676 0.819
6 O -0.866 -1.268 -1.359
7 C 3.553 -0.944 1.828
8 C -2.099 -1.364 1.100
9 C -1.066 3.567 -0.777
10 C -0.541 1.621 -0.054
11 C -2.247 2.870 -0.800
12 C -1.918 1.440 -0.386
13 C 0.216 0.546 0.653
14 C 1.276 -0.170 0.144
15 C 4.486 0.153 1.555
16 C -3.509 3.441 -0.985
17 C 1.910 0.273 -1.097
18 C -2.861 0.168 -0.375
19 C 1.611 -1.612 0.648
20 C 1.123 -2.685 -0.351
21 C -0.369 -3.101 -0.152
22 C -2.239 -1.003 -1.240
23 C -1.444 -1.919 -0.184
24 H -1.012 4.675 -0.858
25 H -0.131 0.140 1.616
26 H 5.127 -0.291 0.855
27 H 5.168 0.361 2.350
28 H 3.958 0.974 1.016
29 H -3.841 3.335 -2.009
30 H -3.410 4.477 -0.755
31 H -4.271 3.170 -0.291
32 H 2.976 0.129 -0.962
33 H 1.548 -0.287 -1.995
34 H 1.811 1.392 -1.372
35 H -3.960 0.522 -0.643
36 H 1.186 -1.750 1.653
37 H 1.640 -3.591 -0.264
38 H 1.272 -2.386 -1.441
39 H -0.622 -3.450 0.813
40 H -0.719 -3.876 -0.866
41 H -3.118 -1.566 -1.640

Properties
LUMO, eV: 0.19
Energy above the lowest of the compared OMol25 structures with the same formula, charge and spin, kcal per mole: 172.64
SMILES: CC(=O)O[C@@H]1CC[C@@]23O[C@@H]2[C@@H](OC3=O)c2c(C)coc2/C=C/1C
Largest force on an atom, eV/A: 6.0
Total charge: 0
Highest occupied orbital energy, eV: -8.41
Spin multiplicity: 1
Orbital gap, eV: 8.6

# 2
The following is a quantum chemistry calculation of a 2-piece molecular cluster, C5H13N2O2 overall in a non-equilibrium geometry, from OMol25.

Element x y z (Å)
1 C 1.263 -2.582 0.476
2 O 0.268 -3.544 0.845
3 C 0.784 -1.137 0.689
4 C 1.256 -0.150 -0.403
5 C 0.409 1.109 -0.509
6 C -0.147 1.619 0.640
7 N -0.779 2.929 0.712
8 N 0.324 1.556 -1.765
9 H 1.546 -2.743 -0.573
10 H 2.063 -2.827 1.169
11 H 1.046 -0.799 1.694
12 H -0.315 -1.150 0.676
13 H 1.295 -0.705 -1.337
14 H 2.247 0.204 -0.123
15 H 0.208 1.253 1.588
16 H -1.784 2.877 0.606
17 H -0.435 3.523 -0.039
18 H -0.280 2.371 -1.860
19 H -2.065 0.966 -0.170
20 H -2.029 0.202 -1.447
21 H -0.590 -3.110 0.821
22 O -2.625 0.353 -0.691

Properties
LUMO, eV: 3.63
Energy above the lowest of the compared OMol25 structures with the same formula, charge and spin, kcal per mole: 14.04
Largest force on an atom, eV/A: 1.4
Total charge: -1
Highest occupied orbital energy, eV: -2.27
Spin multiplicity: 1
Orbital gap, eV: 5.9

# 3
The following is a quantum chemistry calculation of a 3-piece molecular cluster, C41H61BClN3O19P4S overall in a non-equilibrium geometry, from OMol25.

Element x y z (Å)
1 C 3.649 2.848 2.313
2 C 2.236 2.323 2.736
3 O 1.919 2.150 3.881
4 O 1.252 2.072 1.756
5 C 0.738 0.754 1.838
6 O -0.436 0.607 1.935
7 C 1.774 -0.439 1.816
8 C 1.589 -1.321 0.519
9 C 1.205 -2.726 0.787
10 C 0.960 -3.582 -0.355
11 C 1.119 -3.040 -1.721
12 C 1.524 -1.671 -2.017
13 P 1.682 -1.080 -3.785
14 O 0.390 -1.719 -4.692
15 Cl 3.510 -1.897 -4.485
16 C 1.757 -0.794 -0.840
17 C 2.134 0.688 -1.115
18 C 3.660 0.912 -0.802
19 O 4.337 -0.030 -0.505
20 O 4.127 2.207 -0.871
21 C 0.755 -4.059 -2.868
22 O 1.436 -4.279 -3.833
23 C -0.622 -4.755 -2.564
24 C -1.670 -4.803 -3.558
25 C -2.954 -5.419 -3.138
26 C -4.100 -5.393 -4.206
27 C -5.060 -4.190 -3.762
28 C -4.429 -2.772 -4.000
29 C -5.548 -1.684 -3.643
30 C -5.030 -0.560 -2.654
31 C -5.443 -0.850 -1.142
32 C -5.796 0.496 -0.367
33 S -6.017 0.241 1.452
34 C -7.666 -0.383 1.769
35 N -7.952 -1.695 1.977
36 N -9.266 -1.900 2.183
37 C -9.816 -0.657 2.122
38 O -8.880 0.294 1.873
39 C -3.104 -5.981 -1.793
40 P -4.705 -6.740 -1.239
41 O -5.527 -5.616 -0.635
42 C -2.014 -5.940 -0.782
43 B -2.120 -6.509 0.723
44 N -1.631 -7.887 0.949
45 O -2.592 -5.776 1.823
46 C -0.773 -5.301 -1.191
47 C 0.468 -5.077 -0.255
48 O 0.958 -5.911 0.453
49 H 4.274 2.893 3.239
50 H 4.087 2.097 1.606
51 H 3.589 3.866 1.838
52 H 1.499 -1.060 2.713
53 H 2.837 -0.097 1.844
54 H 1.061 -3.129 1.814
55 H 0.832 -2.385 -5.265
56 H 1.512 1.393 -0.505
57 H 1.972 0.986 -2.192
58 H 3.362 2.809 -0.970
59 H -1.513 -4.381 -4.573
60 H -3.661 -5.070 -5.190
61 H -4.652 -6.359 -4.299
62 H -5.359 -4.281 -2.677
63 H -6.010 -4.240 -4.360
64 H -4.186 -2.631 -5.091
65 H -3.481 -2.589 -3.422
66 H -6.027 -1.251 -4.555
67 H -6.363 -2.232 -3.089
68 H -3.926 -0.366 -2.740
69 H -5.579 0.391 -2.931
70 H -6.364 -1.487 -1.095
71 H -4.595 -1.341 -0.593
72 H -6.762 0.910 -0.766
73 H -4.973 1.251 -0.495
74 H -10.907 -0.532 2.263
75 H -5.368 -7.312 -2.361
76 H -4.494 -7.687 -0.199
77 H -1.176 -8.230 0.098
78 H -2.392 -8.523 1.197
79 H -2.789 -4.889 1.459
80 O 7.332 4.603 -6.431
81 P 6.470 3.562 -5.753
82 O 6.947 2.229 -6.620
83 C 8.327 1.951 -6.838
84 C 8.887 1.026 -5.770
85 O 5.059 3.898 -6.533
86 C 4.862 5.167 -7.154
87 C 5.277 5.128 -8.614
88 O 5.532 2.569 -4.774
89 C 6.101 1.694 -3.814
90 C 7.003 2.397 -2.821
91 H 8.918 2.867 -6.884
92 H 8.402 1.467 -7.814
93 H 8.883 1.509 -4.792
94 H 9.920 0.756 -6.009
95 H 8.303 0.108 -5.707
96 H 5.389 5.949 -6.607
97 H 3.796 5.399 -7.088
98 H 6.251 4.657 -8.752
99 H 5.314 6.136 -9.032
100 H 4.563 4.537 -9.193
101 H 6.606 0.870 -4.318
102 H 5.267 1.242 -3.270
103 H 7.749 3.024 -3.320
104 H 7.520 1.664 -2.198
105 H 6.417 3.047 -2.168
106 O -1.868 5.193 8.119
107 P -1.249 4.070 8.919
108 O -1.616 2.804 7.912
109 C -1.360 2.881 6.511
110 C 0.004 2.313 6.157
111 O -2.455 3.891 10.026
112 C -3.377 4.952 10.266
113 C -4.608 4.812 9.389
114 O -0.380 3.015 9.900
115 C 0.873 2.480 9.515
116 C 1.897 3.539 9.162
117 H -1.442 3.906 6.145
118 H -2.137 2.297 6.014
119 H 0.803 2.917 6.588
120 H 0.137 2.302 5.077
121 H 0.103 1.290 6.522
122 H -2.894 5.921 10.129
123 H -3.673 4.894 11.316
124 H -4.351 4.607 8.349
125 H -5.215 5.719 9.428
126 H -5.218 3.971 9.728
127 H 0.734 1.758 8.709
128 H 1.242 1.905 10.368
129 H 1.503 4.262 8.441
130 H 2.790 3.074 8.740
131 H 2.191 4.096 10.054

Properties
LUMO, eV: -1.22
SMILES: CC(=O)OC(=O)Cc1cc2c(c(P(O)Cl)c1CC(=O)O)C(=O)c1cc(CCCCCCCSc3nnco3)c([PH2]=O)c(B(N)O)c1C2=O.CCOP(=O)(OCC)OCC.CCOP(=O)(OCC)OCC
Largest force on an atom, eV/A: 8.5
Total charge: 0
Highest occupied orbital energy, eV: -9.27
Spin multiplicity: 1
Orbital gap, eV: 8.1

# 4
The following is a quantum chemistry calculation of C26H16FeI2N6O7 as an isolated structure, from OMol25.

Element x y z (Å)
1 Fe 1.109 0.667 0.464
2 I 3.823 4.545 2.925
3 C 2.187 4.718 1.696
4 C 1.578 5.938 1.478
5 C 0.463 6.059 0.662
6 I -0.367 7.929 0.435
7 C -0.097 4.912 -0.005
8 C -1.233 4.936 -0.827
9 C -1.672 3.769 -1.393
10 C -0.963 2.589 -1.156
11 N 0.122 2.540 -0.394
12 C 0.529 3.673 0.184
13 C 1.671 3.527 1.073
14 O 2.139 2.404 1.277
15 H 1.975 6.820 1.961
16 H -1.757 5.866 -1.001
17 H -2.553 3.737 -2.018
18 H -1.311 1.664 -1.595
19 N 1.358 -2.376 0.242
20 C 0.781 -1.894 -0.941
21 C 0.093 -2.801 -1.761
22 C -0.446 -2.351 -2.942
23 C -0.268 -1.012 -3.314
24 C 0.399 -0.189 -2.445
25 N 0.876 -0.596 -1.252
26 C 2.462 -1.897 0.972
27 C 3.241 -2.827 1.660
28 C 4.339 -2.381 2.361
29 C 4.646 -1.021 2.355
30 C 3.810 -0.172 1.674
31 N 2.725 -0.594 1.000
32 H 1.114 -3.329 0.457
33 H 0.013 -3.840 -1.468
34 H -0.979 -3.035 -3.589
35 H -0.643 -0.628 -4.252
36 H 0.572 0.852 -2.685
37 H 2.984 -3.877 1.626
38 H 4.959 -3.085 2.900
39 H 5.505 -0.634 2.883
40 H 3.972 0.897 1.674
41 O -0.316 -1.580 2.835
42 C -0.777 -0.950 1.908
43 O -0.428 0.251 1.537
44 C -1.815 -1.583 1.002
45 C -2.382 -0.848 -0.024
46 C -3.216 -1.477 -0.928
47 C -3.532 -2.817 -0.840
48 C -2.964 -3.517 0.210
49 C -2.119 -2.933 1.133
50 N -3.251 -4.966 0.318
51 O -2.680 -5.578 1.194
52 O -4.012 -5.441 -0.496
53 N -3.749 -0.690 -2.057
54 O -4.495 -1.241 -2.829
55 O -3.389 0.474 -2.147
56 H -2.164 0.202 -0.114
57 H -4.181 -3.300 -1.554
58 H -1.685 -3.512 1.936

Properties
LUMO (spin up / spin down), eV: -3.68 / -5.80
Energy above the lowest of the compared OMol25 structures with the same formula, charge and spin, kcal per mole: 0.00
Largest force on an atom, eV/A: 0.9
Total charge: +1
Highest occupied orbital energy (spin up / spin down), eV: -11.43 / -11.54
Spin multiplicity: 6
⟨S²⟩: 8.791
Orbital gap (spin up / spin down), eV: 7.7 / 5.7